1.
99
Properties=species:S:1:pos:R:3 method="wB97M-V/def2-TZVPD" fmax_ha_per_bohr=0.019 energy_ev=-70829.1395 multiplicity=5 charge=+2
C -1.00148 3.37301 -0.37807
C -1.11861 7.56013 0.35944
C -1.04447 4.82646 -0.17667
H 1.72538 -2.70823 -1.03715
H -3.13430 4.15662 1.33463
N -1.31323 -1.55635 0.82953
H 3.13739 -1.38264 -3.57300
C -4.63060 -1.01745 3.73095
C 3.91383 -0.82151 -5.48489
C -0.85002 -3.45991 -0.62374
H 0.86613 1.53254 -5.73362
C 1.30412 2.59044 3.44729
H 5.25043 2.07008 2.75918
C 0.35392 -2.24618 -3.79077
H -0.40079 7.03773 2.31023
H -0.57940 1.82713 2.78385
C 2.66344 2.51813 3.28636
H 6.14191 0.30337 1.29718
C -2.08521 -2.73989 2.63946
H -1.46488 -4.69244 1.89121
C 3.79285 -2.33935 -0.64934
H -6.29607 -1.58730 4.94189
H 1.74590 2.83112 -4.02036
C -2.09593 -5.58669 -1.01287
C -2.91320 0.26090 4.84292
C 5.07992 0.46380 1.39095
C -0.99449 -7.70867 -0.78737
C -1.44663 5.72661 -1.16407
C -2.61938 -0.28989 2.44720
H -4.03962 2.13400 2.87924
H 0.57585 4.62048 -2.42794
C 4.59012 1.43314 2.19491
N 0.00173 1.47010 -1.55388
C 3.18820 1.61457 2.34999
H -3.07703 -7.47080 -1.22980
H 1.19110 -5.17024 -0.30533
C 2.28096 0.83734 1.58483
C 2.64474 0.82452 -6.68343
H 5.75009 -1.68689 -0.08364
H -1.76360 5.35865 -2.12892
C 2.79923 -0.19039 0.72823
C -2.80655 3.13741 1.34895
H -3.20929 0.60627 6.92630
H -1.15811 8.61816 0.57035
H -2.98854 -5.00836 -1.19703
C 1.12987 2.64699 -3.16550
C -0.18453 2.81044 -1.34984
H 4.76970 -1.47594 -5.41583
C -1.98277 -1.43990 2.01259
C 3.74415 -0.01869 -6.60318
C 0.48966 1.79437 2.63640
H -1.84333 7.76960 -1.64272
C 1.73515 0.89684 -5.64556
H -2.51761 -2.91852 3.60394
C 0.74931 1.33760 -2.69257
C -0.68131 5.31573 1.08410
N -1.68582 1.25526 0.73534
N 0.95023 0.97722 1.71593
H 0.67375 -2.29626 -4.81183
C 4.68788 -1.49913 -0.04035
Pt -0.54092 -0.04597 -0.28534
H 4.12116 -3.21308 -1.18746
C 0.54437 3.55170 -2.35361
H -5.37942 -0.56982 6.99595
C -0.19909 -3.25328 -3.03494
N 1.94743 -0.99454 0.06794
C -0.89554 -4.93333 -0.73973
C -0.48723 -2.70102 -1.76408
C -1.49963 7.08116 -0.88608
C 2.99555 -0.77492 -4.45592
C -1.55813 -3.63233 1.77688
H -1.95629 0.76299 4.80977
C -4.83369 -0.49854 6.06738
C -3.61700 0.16782 6.02875
H -0.34857 4.61887 1.84170
C 0.40292 -1.09325 -2.96781
C -2.54632 0.94906 1.75875
C 0.26098 -5.67864 -0.51684
C -5.34558 -1.07655 4.91336
H -1.04140 -8.78604 -0.76756
H -5.02163 -1.46979 2.83221
H 4.46444 -0.05320 -7.40499
C 0.99739 0.14373 -3.35807
C 4.20170 -0.40030 0.68215
N -0.15812 -1.36805 -1.75715
C -1.79956 2.59732 0.51103
H 0.86158 3.23279 4.19063
C -1.13986 -2.89319 0.60548
C -3.41061 -0.34396 3.68851
H 1.10230 -7.63319 -0.35790
C -3.27535 2.10466 2.12884
H 3.33225 3.11714 3.88649
C -0.70386 6.67187 1.34180
C 0.20703 -7.06031 -0.54138
H 2.49780 1.42731 -7.56467
C 1.90266 0.10045 -4.51080
C -2.14157 -6.96919 -1.03585
H -0.37024 -4.26990 -3.32527
C 2.42991 -2.03963 -0.56622

***

2.
110
Properties=species:S:1:pos:R:3 method="wB97M-V/def2-TZVPD" fmax_ha_per_bohr=0.035 energy_ev=-186444.0077 e_above_lowest_kj_mol=44.3 charge=+1
C 1.54438 -1.74220 3.87287
Cl 5.70448 -6.60508 4.86268
C 0.18754 -3.04459 -2.76124
C -3.55725 1.59376 0.58685
C 2.00694 4.94883 -0.50009
H -0.57325 -6.62847 -5.61798
H 2.08428 5.49934 -1.43762
C 2.38347 -5.18356 3.18050
H 2.92425 -6.89109 4.36600
C -1.62243 2.65039 6.01379
H 1.34007 -5.46511 3.10731
C -1.29286 -1.49614 -4.08445
Cl -6.68205 4.24799 -4.29750
C -1.98352 -0.25762 -2.33864
H -3.44216 5.93128 1.19462
C -0.64984 -1.93090 -2.87582
C -2.46732 6.30812 0.91532
C 1.84290 -3.16784 1.81872
C -2.19612 7.66644 0.89399
H 2.58192 5.46868 0.26595
C 0.09481 7.30698 0.18344
H -3.90424 4.53714 -3.79188
C 1.74055 -4.18969 -6.01963
H 2.03500 -2.53806 -4.69790
C 3.26584 -5.98333 3.88750
C -5.97126 1.95356 -3.06593
N 0.68880 -2.86958 -0.34743
C 3.12144 -0.33906 -1.10321
C -2.76026 0.61726 -1.58048
H 3.82007 -0.75518 0.88000
C 1.52998 -3.53917 0.50687
C 0.64725 -0.78641 4.22466
H 2.30764 -2.19864 4.48163
C -5.54806 3.18690 -3.53856
C -1.72930 0.92423 4.33450
N 0.26174 -1.29646 2.02515
H -5.38957 0.15011 -2.07227
C 2.82146 -4.01485 2.56324
C -0.00045 -5.73622 -5.40551
C -2.10889 -0.46290 -3.75406
H -3.14249 -0.64438 4.71035
C -0.26629 -4.97977 -4.27570
C -1.18992 2.11278 4.81109
C -0.16903 -0.52356 3.07378
H 0.52855 -0.29307 5.17563
H -2.76544 0.10822 -4.39013
H 4.70387 1.06613 -1.54571
H -3.91882 0.30868 6.85758
C 5.05246 -4.45425 3.36917
C -0.17782 5.94793 0.20552
C -3.16058 1.48827 1.87970
H -7.00457 1.65734 -3.18297
N 0.62105 4.84956 -0.09308
H -4.35991 2.18362 0.17397
H 4.51923 -2.75519 2.18793
H -1.05467 -5.28453 -3.59819
C -2.05219 0.57174 1.90733
C 1.01087 -5.34218 -6.26832
C -2.70400 0.73014 -0.18652
C 0.46796 -3.83004 -4.00002
H 2.88430 -2.03216 -2.42723
H 5.04716 -1.01296 -0.37922
H -2.97910 8.36280 1.16140
H -3.56378 1.98152 2.74950
H 2.51952 -3.88532 -6.70507
C 4.16220 -3.65929 2.66440
C 3.66888 1.08672 -1.20410
H -1.20381 3.57562 6.38576
C 1.27847 -2.08672 2.50424
C 0.78061 -3.48447 -1.57144
C 2.12919 -4.64290 -0.19227
N -1.07260 -1.14877 -1.82964
H 2.40273 3.94708 -0.63432
H 2.38258 -0.47135 -3.11490
H 1.91210 -5.27425 -2.28163
H 3.74498 -2.18957 -0.16599
H -2.28520 3.02982 -2.68002
H 1.07127 7.67838 -0.09654
Se 0.55876 1.99826 -0.23219
H 4.10780 -0.86653 -2.95483
C 1.66943 -4.60982 -1.46843
C -1.43313 5.45704 0.56275
H -0.76996 9.22615 0.52856
Zr 0.07168 -0.83492 -0.05749
Cl -3.13053 2.65349 8.25162
H -1.14515 -1.95065 -5.05036
C -3.73224 1.49453 -2.29381
O 1.77713 -0.29573 -0.61414
H 3.62493 1.57065 -0.22768
C 4.59896 -5.61313 3.97991
C -0.93950 8.15826 0.53467
H -2.05926 3.40089 0.64800
H 2.82790 -5.33769 0.24482
C 3.99209 -1.13128 -0.13089
C -1.28909 0.30853 3.04888
Cl 1.36685 -6.29526 -7.66485
C -5.06111 1.11245 -2.44570
N -1.33260 4.07634 0.46282
H 6.09589 -4.17985 3.44338
H -0.42587 2.62571 4.23887
C -2.59935 1.99366 6.74516
H 3.07285 1.66463 -1.91054
C -0.09373 3.71767 0.06588
C -4.22398 3.57773 -3.40848
C -3.32168 2.72932 -2.78609
C -3.15377 0.80998 6.28072
C 3.12649 -0.97324 -2.49149
C -2.71578 0.28060 5.07848
N -1.80300 0.11026 0.64057
C 1.46528 -3.43853 -4.88788

***

3.
115
Properties=species:S:1:pos:R:3 method="wB97M-V/def2-TZVPD" fmax_ha_per_bohr=0.030 energy_ev=-154422.9758 e_above_lowest_kj_mol=81.8 multiplicity=2 charge=+2
C -2.33445 -1.98612 4.88514
H 0.73698 -3.65685 -3.38554
C 1.04434 -5.74597 -1.69755
O 0.67562 0.70244 -0.00890
N -1.80946 0.69208 0.39714
H -0.72542 2.02950 -1.63605
F -1.72378 -4.23321 -1.04984
H 0.56554 2.82393 -2.52842
F -3.66890 -2.50439 1.12527
C 1.20658 1.84405 -0.71838
C 5.64713 -3.24940 -1.78605
C -3.07874 -1.37238 3.90684
N -5.36206 4.08942 -0.71629
N -4.80070 4.81668 1.31666
C 0.49802 -2.95069 -2.59500
H 5.67704 -3.17832 0.35755
C 0.98762 3.01369 0.23338
C 1.03195 -1.39247 -4.45696
C 0.90452 -6.20223 1.02773
C 0.62077 -1.55399 -3.14041
C -3.64790 2.79170 0.39545
C -3.66292 1.81769 -0.60114
H 2.29610 2.15271 1.69855
C -6.38497 6.79374 1.43441
H -2.73845 0.02390 -1.32104
H 3.09591 -0.38339 0.82910
Ta -0.09500 -0.91783 0.30898
C 3.67867 -3.11318 -0.41368
H 0.51021 5.88800 2.78543
N 0.29076 -0.50504 -2.36031
C 1.11147 -4.66919 -0.82235
C 0.30917 1.92900 -1.96503
H 0.69593 -8.27745 0.52522
C -7.34159 7.42167 0.66924
H 1.46424 0.02073 -6.01452
H -3.03782 -0.49413 1.95730
C 4.84473 -3.26095 -2.91424
C -0.38746 -1.62280 3.50311
C -5.77452 5.67907 0.86426
H -4.14742 -1.23729 3.99670
C -4.60433 3.88506 0.32613
C 3.44152 2.81576 -1.28325
C 1.02004 -1.56513 3.25979
F -3.41247 -4.92510 0.64848
H 2.86016 -3.23122 -3.69071
C 1.63504 2.98134 1.46720
H -1.00320 1.56194 2.09707
C 0.16872 4.09308 -0.06961
C 2.72290 -0.78436 1.76451
C 5.29360 1.47242 -2.02144
H 6.31335 1.39533 -2.37505
C 4.74650 2.71624 -1.73989
C 1.15303 -0.12544 -4.98873
H 1.02909 1.96573 -4.51576
C 3.66954 -1.06057 2.77054
C 3.46003 -3.19336 -2.79238
C -0.96591 -2.10119 4.68699
H 1.97166 3.97017 3.33704
As -2.76449 -3.49540 0.06438
H -6.12818 7.15087 2.42292
C 2.86149 -3.11635 -1.54336
C 0.81665 -7.27031 0.14927
C -6.10807 5.20474 -0.41644
C 0.89276 -7.03797 -1.21542
H -7.84608 8.29231 1.06617
H -7.34392 5.50185 -2.16132
H -2.58159 3.41032 2.18843
C -7.68512 6.96274 -0.61761
F -1.42059 -3.37712 1.17232
H 2.62325 -0.46790 -1.31368
C -1.79017 1.63229 1.35730
H -0.35239 -2.55210 5.44551
C 1.05670 -4.91101 0.54356
C 5.05712 -3.16753 -0.53059
H -2.78956 -2.36008 5.79199
N -1.15376 -1.08412 2.49599
C -2.68194 2.67757 1.39955
C 4.52465 0.33159 -1.85313
H -0.34627 4.15536 -1.01885
C 3.21372 0.43284 -1.40648
C 2.03499 -1.87093 4.23957
H 5.29103 -3.33388 -3.89744
C 2.66372 1.67232 -1.10610
H 3.02719 3.79106 -1.05969
H -8.44533 7.49465 -1.17350
H -4.36521 4.84560 2.22111
H 4.93245 -0.64393 -2.07873
H -0.63693 5.96514 0.59118
C -2.74147 0.79643 -0.56460
C 1.40090 -1.05807 1.97699
C 0.63270 5.07950 2.07680
H 4.10883 -1.83406 4.75401
H -0.53633 -3.13982 -2.32530
F -1.84156 -1.69108 -0.48551
C 0.48011 0.73441 -2.86096
C 1.45405 4.00050 2.38670
C -0.00505 5.12442 0.84745
C 3.34895 -1.62373 4.01419
C 1.35046 -3.25612 -1.35719
H 1.11882 -4.08577 1.24270
F -3.83031 -3.08689 -1.18088
H 1.24502 -2.26719 -5.05618
C -2.44410 -0.94628 2.73139
C -7.08184 5.86084 -1.17537
H 3.22057 -3.12815 0.56771
H 0.85405 -6.37405 2.09559
H 0.83571 -7.86462 -1.91115
H -4.39670 1.87673 -1.39262
H 1.11837 -5.59639 -2.76711
H 6.72300 -3.31540 -1.87960
F 4.92428 -0.80432 2.52585
C 0.89655 0.95178 -4.16406
F 1.70177 -2.37907 5.41410
H 5.33781 3.61253 -1.87134
O 0.89825 -2.31215 -0.36522

***

4.
119
Properties=species:S:1:pos:R:3 method="wB97M-V/def2-TZVPD" fmax_ha_per_bohr=0.044 energy_ev=-116087.6677 e_above_lowest_kj_mol=82.6 charge=-2
C -1.13005 -0.26029 -5.69196
C -1.51832 -2.94754 -3.71915
H -2.52375 1.87625 0.64509
C -3.46134 -0.07050 -5.16231
C -0.15506 3.39858 -3.70696
C 3.29817 -1.08923 3.39226
I -3.07039 -3.06010 5.33227
H -4.18556 3.50579 1.42240
H 3.96444 -4.28117 -0.93499
C 0.31504 3.47884 -1.38700
P 0.02151 0.73695 1.79177
H -4.51518 -4.34388 -4.41720
C 5.63588 -6.66182 2.43010
C -1.53693 0.85508 2.75640
C -1.83399 -3.50713 3.73758
C 1.09174 -0.19746 2.96521
C 2.42763 -0.36853 2.59522
H 5.64738 -8.38001 -0.34304
H 2.78287 0.05920 1.66380
C 0.51572 4.61022 -3.86216
C -0.28604 2.80664 -2.46120
C -3.80025 0.02991 2.96450
C -3.93894 3.45402 0.36827
H -5.06259 -3.06308 -2.32333
N -1.02806 -3.76658 1.66914
H -4.50066 -0.24913 -5.41317
H -0.31605 6.46355 0.13555
H 2.14220 0.76571 -2.19046
C 4.97044 -6.46799 -0.28874
O 0.11241 -3.29726 -5.39139
C 0.81232 3.28356 0.93094
H 1.11566 7.22976 0.84473
C -2.45895 -0.45106 -6.04357
C 1.51576 -1.52507 4.93671
C -0.81795 0.31650 -4.47096
C 4.17038 -4.18105 0.12693
H 1.45154 2.15718 4.04696
C -2.10335 -3.41271 2.36061
N 2.71569 1.39923 -1.66848
C 5.90795 -7.81897 1.60800
H 2.51527 5.87074 2.23482
C 2.84406 -1.67081 4.57057
O 4.70694 -6.42880 -1.47028
H -2.70902 -0.93105 -6.98180
H 3.43998 6.29469 0.32277
C -3.14046 0.50134 -3.93888
O 2.36185 -2.74634 0.56083
H -2.99824 -3.08782 1.84923
H 3.51949 -2.24916 5.18955
H -2.15640 -4.22527 -5.29685
H -4.58961 -0.60571 2.58343
H 0.80762 7.36081 -0.89539
H -4.73390 4.83235 -2.61595
N -1.82386 -2.25589 -2.61999
H -5.32767 4.98906 -0.21398
H -3.12837 2.31934 5.36924
C -0.07108 -2.85775 -4.24870
C -4.57676 4.28124 -0.54547
H -4.95361 0.84379 4.58108
H 0.22482 0.41252 -4.18891
N 5.51331 -7.60662 0.29183
C 0.97028 4.69174 -1.48944
C -2.99184 2.53827 -0.06700
O -4.05504 -1.99932 -0.01676
C 5.09363 -5.55225 1.91526
C -2.97402 1.67406 4.51213
C 2.02721 4.90538 2.16648
H 4.32816 -1.21779 3.08181
C 2.01059 4.08021 3.27742
C 0.78478 2.41377 2.03296
O 2.45811 -4.68214 1.70977
H 3.59627 4.85516 -0.69752
H 0.60292 5.05787 -4.84512
C -3.75719 -3.75701 -3.90950
H -3.92643 0.74535 -3.23501
Cs 0.43773 -1.93705 -1.04019
C -2.46494 -3.70577 -4.40088
H -0.96383 2.33917 4.20807
C -1.74961 1.68042 3.85985
C 3.01516 5.76218 -0.52967
C -3.37210 -1.47367 -0.91171
P -1.29174 1.25963 -1.90425
H 2.48546 4.39874 4.19700
F 5.93779 -6.73956 3.74126
C -3.28648 3.28150 -2.31612
C -3.99934 0.84551 4.06757
C -0.53281 -3.95042 3.82930
C -4.24703 4.18923 -1.89155
H 0.08697 -4.15782 4.68412
C -2.57560 0.03818 2.31127
H 4.86274 -3.34967 0.26903
C -2.64957 2.43586 -1.41065
H -3.01999 3.24425 -3.36530
C -4.07355 -3.04751 -2.76088
C 1.44971 4.51888 0.96100
N -0.09528 -4.09253 2.57165
H 1.14738 -1.98789 5.84485
H -0.59362 2.91959 -4.57429
C 3.39602 2.12764 -1.07371
H -2.45497 -0.56362 1.41829
H 0.86841 -4.31943 2.25390
N 4.79783 -5.41797 0.58589
C 1.41036 2.83053 3.19885
O -2.88610 -0.31062 -0.89356
C 2.85813 -3.83965 0.87051
O 0.76460 -2.33605 -3.45948
O 0.18108 2.83195 -0.18095
C 1.05859 5.25199 -2.76512
C 0.73661 6.69765 -0.03084
H -0.39701 -0.70310 4.42879
C -1.81275 0.71585 -3.57954
H 1.55607 6.20564 -2.89816
O 6.41451 -8.86724 1.95839
H -0.33799 -0.61380 -6.33859
H 3.10963 6.40478 -1.40608
H 4.86152 -4.70452 2.54287
C 0.64255 -0.79440 4.13814
C 1.54030 5.40857 -0.27304
C -3.07793 -2.29581 -2.15704